{"formula": "C4H10N2OS", "method": "wB97M-V/def2-TZVPD", "smiles": "NC[C@H](C[S-])NC[O-]", "gap_ha": 0.2109, "total_energy_ev": -20170.911, "relative_energy_ev": 0.287, "multiplicity": 1, "fmax_ev_per_a": 1.6, "lumo_ha": 0.2214, "charge": -2, "species": ["C", "N", "C", "C", "S", "N", "C", "O", "H", "H", "H", "H", "H", "H", "H", "H", "H", "H"], "positions_angstrom": [[-1.292, 0.191, 0.117], [-2.056, 1.147, -0.714], [0.178, 0.023, -0.270], [0.454, -0.618, -1.625], [-0.163, 0.173, -3.155], [0.758, -0.802, 0.819], [1.217, -0.073, 2.092], [2.500, 0.236, 2.155], [-1.767, -0.798, 0.151], [-1.357, 0.499, 1.159], [-2.310, 0.674, -1.576], [-1.395, 1.880, -0.969], [0.589, 1.051, -0.319], [0.079, -1.644, -1.672], [1.545, -0.619, -1.726], [1.588, -1.237, 0.428], [0.539, 0.779, 2.229], [0.893, -0.863, 2.875]]}